Entry 1:
21
Properties=species:S:1:pos:R:3:forces:R:3:mulliken_charge:R:1 method="wB97M-V/def2-TZVPD" energy_ev=-26831.271 de_lowest_kcal_mol=58.2 spin_multiplicity=1 homo_energy_ev=-10.39
C -1.42570 2.37286 -1.19680 1.352 -0.135 -1.289 -1.24
C -0.06940 -1.87712 -0.64061 0.716 1.917 -0.349 -1.45
H -2.29759 1.84152 -0.99563 -1.787 -1.080 -0.089 0.36
H -0.56030 -0.44558 2.02946 -0.643 0.351 -2.149 0.21
H -1.53199 2.95954 -2.10085 0.044 -0.590 -0.826 0.40
H -1.79857 -1.36040 1.13752 -0.075 -0.419 0.317 0.45
Cl 0.90492 0.50985 -2.85212 -0.244 0.437 -0.036 -0.30
H -1.48451 3.17909 -0.53801 0.715 1.069 1.916 0.40
H -2.00322 0.32099 1.10074 0.687 -0.028 0.545 0.35
C -1.20905 -0.45660 1.05505 -0.360 0.787 2.021 -1.44
H -0.62319 -2.68285 -0.20294 -0.625 -0.252 0.206 0.40
Si -0.01660 1.11892 -1.08223 0.862 0.213 0.865 0.48
H 2.51105 -1.41085 3.12287 -0.655 -0.991 1.267 0.42
H 0.91813 -1.89519 -0.21312 0.659 -0.257 -0.125 0.31
H 1.12811 1.67596 -0.21685 -0.714 -0.358 -0.570 -0.14
C -0.68890 -0.48130 -0.38635 -1.838 -1.723 0.930 0.56
H -1.71963 -0.66722 -0.79294 0.771 0.845 -0.764 0.23
H 3.70212 0.36855 0.68683 0.700 0.921 -1.251 0.43
H -0.06317 -1.93574 -1.71066 0.514 -0.773 -0.581 0.42
C 3.41761 -0.22955 1.47078 -1.174 -1.318 1.550 -0.30
C 2.90990 -0.90487 2.32586 1.094 1.384 -1.589 -0.54


Entry 2:
86
Properties=species:S:1:pos:R:3:forces:R:3:mulliken_charge:R:1 method="wB97M-V/def2-TZVPD" energy_ev=-78032.235 spin_multiplicity=1 charge=+1 homo_energy_ev=-8.71
H 0.97262 4.63962 -7.12602 0.033 0.165 -0.241 0.43
H 1.67519 -0.29067 -2.83900 0.310 -0.184 0.064 -0.36
H -1.50756 2.84054 -0.89359 -0.347 -0.084 -0.014 0.00
H -4.43156 -1.90925 2.16282 0.020 0.245 0.122 0.54
C -4.81885 -1.61588 -0.60622 -0.519 -0.619 0.500 -1.67
H -5.36578 -2.44639 -0.13988 -0.248 0.074 -0.410 0.52
C 0.43278 1.90229 1.22780 1.634 5.746 3.910 0.08
H -2.57246 2.46672 -2.27351 -0.056 0.154 0.346 0.34
H 1.08073 -4.64890 -2.45522 -0.475 -0.019 -0.259 0.52
C 4.37218 -2.45672 1.18192 0.550 -0.009 0.674 -1.82
H -2.16990 2.26609 1.47811 -0.396 -0.011 -0.167 0.06
C -3.58997 -1.38913 0.27426 -0.448 0.725 -0.505 1.84
H -3.60464 3.28699 1.18389 0.077 -0.181 0.192 0.50
H -1.76338 -2.58663 0.77361 -0.269 0.067 -0.157 0.14
C 4.07840 0.02673 1.83105 0.019 -0.516 0.063 -1.66
C -3.95807 -1.02145 1.72573 -0.173 -0.270 -0.328 -1.64
H 1.85869 -0.89325 2.91620 0.259 -0.246 -0.150 0.21
C -3.22168 2.25811 1.14753 -0.259 -0.067 -0.302 -1.27
O 0.66742 2.75849 1.99970 -1.076 -4.086 -3.852 -0.21
C -1.40443 -1.64623 -2.42836 -0.100 -0.548 -0.633 -0.23
C 0.64237 -2.71297 -1.65133 0.772 1.391 0.491 0.22
C 3.40552 -1.30665 1.42858 0.056 -0.232 -0.787 1.83
H 0.06644 4.52267 -2.90336 0.146 -0.079 -0.632 0.44
H 4.52334 -0.12314 2.82321 0.060 0.176 -0.166 0.54
H 2.95346 -1.47565 -3.18566 -0.098 0.423 0.108 0.35
C 4.87445 -0.71405 -1.58440 0.291 0.475 -0.651 -2.04
H 3.88936 1.88631 -2.12712 0.041 0.032 0.211 0.51
H -3.31827 -3.43975 0.79190 0.153 0.128 -0.074 0.62
H -2.56971 -3.05105 -0.76368 0.046 0.170 0.395 0.38
H 4.91775 -2.59450 2.12510 0.198 -0.380 -0.283 0.56
H -3.01404 3.75168 -1.11069 0.079 -0.259 -0.095 0.66
C 2.43792 -1.74647 2.55038 0.019 0.366 -0.179 -1.66
H 1.74800 -2.55191 2.24323 0.368 0.238 0.080 0.24
C 0.85014 4.08214 -6.21654 -0.052 -0.181 0.395 -0.39
H -5.47132 -0.73356 -0.64168 0.143 -0.462 -0.004 0.28
H 0.34832 5.84376 -5.02454 0.103 -0.357 -0.245 0.41
P -2.70992 0.05867 -0.47487 3.070 -0.357 0.693 0.27
H -3.06934 -0.76608 2.32645 -0.298 -0.075 -0.218 0.15
H -2.53454 -2.56373 -3.98496 0.177 -0.470 -0.113 0.54
H 3.15680 0.24843 -3.64290 0.068 -0.191 0.232 0.63
H -4.67394 -0.18778 1.76043 0.182 -0.328 0.080 0.33
H 3.34570 0.84961 1.90489 0.221 -0.329 -0.068 0.17
C -2.55567 2.75544 -1.21052 -0.116 -0.110 0.001 -1.69
C -2.73383 -2.67665 0.25778 -0.089 0.142 -0.061 -1.65
C -0.18182 -0.04638 2.34068 -0.495 -0.459 4.954 -0.34
H -3.32754 -0.62401 -2.68585 0.261 -0.147 -0.400 0.90
H -3.80539 1.63516 1.83779 0.218 0.322 -0.169 0.32
H -5.44215 1.15780 -0.06694 0.205 0.217 -0.314 0.32
C -0.75517 -3.75940 -3.31387 0.350 0.165 0.336 -0.73
H 3.80689 -3.37339 0.94322 0.333 0.322 0.140 0.34
C -1.66070 -2.66034 -3.35143 0.358 0.526 1.014 -0.86
H 3.03769 -2.07280 3.41586 -0.172 -0.111 -0.325 0.55
H 2.56471 -3.38451 -0.90242 -0.556 0.261 -0.121 0.19
C 0.38374 1.95162 -2.71857 -0.251 -1.733 3.103 0.15
C 1.04623 2.69720 -6.23985 0.035 -0.140 -0.117 -0.79
H -1.94320 0.45633 -2.77148 -0.069 -0.315 0.287 0.44
N 0.27355 1.36864 -1.71106 0.196 1.924 -2.853 0.26
C 3.49925 1.38603 -1.22970 0.181 -0.319 -0.264 -1.45
H -5.18471 2.75300 -0.80474 -0.329 -0.176 -0.103 0.57
C -4.81605 1.71943 -0.77661 -0.381 1.060 0.099 -1.89
P 2.53230 -1.05231 -0.19250 -2.384 1.078 0.117 0.59
C 0.53820 2.66563 -3.90542 0.144 0.497 -1.104 0.10
H -0.96079 -4.57365 -3.98471 0.070 -0.322 -0.159 0.43
H 2.51166 1.81470 -1.02173 0.260 -0.228 0.013 -0.05
H 5.36127 -0.25844 -2.45709 0.239 -0.199 0.117 0.54
H -4.90579 1.29310 -1.79099 -0.017 0.148 0.436 0.31
H 5.46801 -0.46056 -0.69578 -0.129 -0.145 -0.310 0.31
H -4.53719 -1.90237 -1.63353 -0.166 0.014 0.479 0.33
H 5.08081 -2.23584 0.37500 -0.149 -0.226 0.373 0.34
H 1.02518 0.87286 -5.02263 -0.022 0.551 -0.178 0.43
C 3.45846 -0.13756 -1.52123 0.577 -0.149 0.341 2.00
C 0.33621 4.06122 -3.86415 0.101 -0.754 0.109 -0.45
N -0.30338 -1.70262 -1.68689 0.488 0.558 0.896 1.01
H 4.86687 0.31736 1.12456 -0.194 -0.069 0.339 0.27
H 1.31883 2.16201 -7.15275 -0.100 0.422 0.199 0.41
O -0.18479 0.07967 3.48138 -0.272 -0.228 -3.021 -0.14
Ca -0.02027 -0.15266 -0.03719 0.115 -1.108 -0.768 1.74
H 4.84905 -1.80465 -1.73277 0.066 0.356 0.052 0.39
H 4.16320 1.61760 -0.38803 -0.167 -0.015 -0.254 0.35
C 2.76223 -0.43628 -2.87386 0.012 -0.009 0.125 -1.14
C -3.36286 1.78935 -0.31789 -0.446 -0.768 -0.296 1.86
C 1.86458 -2.52956 -0.87091 -0.548 -1.447 -0.576 -1.22
C 0.36082 -3.83112 -2.47400 -0.723 0.266 -0.507 -1.02
C 0.89298 1.96084 -5.07950 -0.271 0.361 0.761 -0.31
C -2.34920 -0.41930 -2.24053 -0.423 -0.236 -0.334 -1.35
C 0.49930 4.76245 -5.04282 -0.018 0.190 -0.081 -0.71


Entry 3:
20
Properties=species:S:1:pos:R:3:forces:R:3:mulliken_charge:R:1 method="wB97M-V/def2-TZVPD" energy_ev=-14581.902 de_lowest_kcal_mol=114.3 spin_multiplicity=1 charge=-1 homo_energy_ev=-4.05
C -0.44337 -0.34199 0.63518 2.154 -1.381 -1.120 -0.16
C -2.76114 0.54180 0.65283 -0.618 0.796 -0.985 -0.75
O 1.13896 0.75297 -1.00545 0.019 -0.374 0.396 -0.39
O 0.25042 -2.69525 0.52636 2.775 -1.667 1.569 -0.66
C 1.03530 0.15009 0.27412 -0.049 -1.172 2.090 0.39
C 1.58708 1.13201 1.27977 -0.613 -0.874 -1.821 -1.21
H -3.48926 1.14419 0.05856 0.620 -0.282 0.635 0.20
H 2.16838 -0.74780 -2.15810 -1.557 0.948 0.490 0.25
C -0.61852 -2.01329 0.08640 -2.498 2.432 -1.965 0.54
C -1.46767 0.60111 0.27823 -1.762 -1.169 0.056 -0.21
O -1.57137 -2.28385 -0.66208 0.001 0.633 0.321 -0.73
H 2.53296 2.71099 2.54856 0.313 0.208 0.227 0.51
H 1.12601 0.53130 -3.07924 0.046 -1.677 2.475 0.22
H 0.33773 -0.88320 -2.15134 0.133 0.410 0.526 0.28
H -3.27454 -0.12586 1.36528 0.947 0.230 -0.194 0.27
C 2.19348 1.93929 1.91766 -0.184 0.395 0.560 0.10
H 1.72692 -0.75987 0.44590 -1.055 1.025 -0.839 0.31
H -1.18972 1.14857 -0.58972 -0.167 1.019 -0.507 0.16
C 1.16414 -0.15663 -2.06284 1.413 0.475 -3.579 -0.60
H -0.44579 -0.64459 1.63991 0.084 0.025 1.666 0.47


Entry 4:
17
Properties=species:S:1:pos:R:3:forces:R:3:mulliken_charge:R:1 method="wB97M-V/def2-TZVPD" energy_ev=-10349.812 de_lowest_kcal_mol=64.8 spin_multiplicity=1 charge=+1 homo_energy_ev=-14.80
H -0.90332 -1.81820 1.29437 -0.454 0.652 0.714 0.31
C -1.37271 0.07770 0.11698 0.462 0.970 -1.020 0.17
C 2.78797 -0.13159 0.03985 1.830 -0.873 -0.893 0.50
H -0.88646 -1.25502 -1.46850 1.117 -0.334 -1.592 0.28
H -2.28690 -1.68842 -0.43920 -0.274 -0.778 -0.229 0.35
H 0.36735 1.11555 1.44981 0.554 0.865 -0.366 0.32
C -0.41754 0.99680 -0.51108 -0.073 2.974 0.029 -0.67
H 0.06291 0.69536 -1.42615 -0.568 -0.571 -0.635 0.32
N 1.62647 0.09551 0.22171 -0.186 -0.522 0.289 -0.30
C 0.74050 1.18686 0.40866 -0.803 -0.155 1.279 -0.75
O 3.83611 -0.54952 -0.22549 -0.242 0.478 0.400 -0.35
N -0.63136 -1.06311 0.67704 2.089 -1.943 -0.297 -0.16
H 1.14278 2.09344 0.10395 1.350 1.765 0.346 0.50
C -1.38051 -1.14030 -0.57144 -2.700 -2.292 -0.043 -0.73
H 0.44384 -1.04439 0.49335 -1.414 0.355 0.567 0.32
H -0.88216 1.99651 -0.73097 0.213 -0.982 0.357 0.40
H -2.24695 0.43281 0.56711 -0.900 0.390 1.093 0.49